Computed, not measured: a structure of composition C31H23N6O7RbTe at a distorted geometry, with ωB97M-V with the def2-TZVPD basis set.

CARTESIAN COORDINATES (ANGSTROEM)
Rb (0.977403, -0.206303, 2.859430)
O (-0.573540, 1.709208, -3.244341)
C (0.213781, 2.722626, -2.832262)
C (0.917751, 3.438620, -3.804942)
C (1.756768, 4.474323, -3.441598)
C (1.908698, 4.818522, -2.101238)
C (1.196424, 4.113494, -1.142688)
C (0.337254, 3.067811, -1.477852)
C (-0.400814, 2.300678, -0.390557)
O (-0.918573, 1.175752, -0.783540)
N (-0.318960, 2.857600, 0.770795)
N (-0.949163, 2.188923, 1.837471)
C (-0.333743, 2.308504, 2.961605)
C (0.983567, 2.946315, 3.273024)
C (1.304856, 4.195083, 2.723313)
C (2.478815, 4.862457, 3.010018)
C (3.387112, 4.252828, 3.886575)
C (3.104821, 3.039889, 4.457802)
C (1.889883, 2.320876, 4.203635)
O (1.679614, 1.185176, 4.754759)
H (-0.883134, 1.291444, -2.384321)
H (0.795186, 3.142839, -4.839065)
H (2.305810, 5.012052, -4.206844)
H (2.574025, 5.618175, -1.802731)
H (1.297836, 4.343908, -0.090430)
H (-0.852859, 1.838823, 3.800597)
H (0.585514, 4.641831, 2.052523)
H (2.689834, 5.828235, 2.568162)
H (4.325486, 4.745302, 4.127814)
H (3.796765, 2.572467, 5.149978)
O (2.903667, 0.927940, -1.336312)
C (2.289347, 0.078475, -0.506401)
O (1.800225, 0.418744, 0.544216)
C (2.194038, -1.348651, -0.988087)
C (2.942621, -1.793858, -2.031460)
C (2.813764, -3.206099, -2.367767)
C (1.928067, -3.982916, -1.723323)
C (1.072395, -3.399500, -0.690342)
N (1.342240, -2.087595, -0.240700)
C (-0.045491, -3.922783, -0.165053)
O (-0.505209, -5.195997, -0.368671)
O (-0.846200, -3.170474, 0.634813)
H (2.775553, 1.815124, -0.958987)
H (3.616663, -1.133967, -2.553023)
H (3.435875, -3.633287, -3.146264)
H (1.811726, -5.028000, -1.979480)
H (-1.457901, -5.164597, -0.210921)
N (-4.044630, -2.162589, 6.564877)
C (-3.842234, -1.792317, 5.482651)
N (-3.744920, -1.364017, 4.238683)
C (-2.574152, -1.373855, 3.668029)
N (-1.595288, -1.368317, 3.032048)
C (-3.030307, -1.473025, 0.080693)
Te (-0.886443, -1.200351, 0.243344)
C (-1.208875, -1.569500, -1.859495)
C (-2.228614, -2.658341, -1.905234)
C (-2.233521, -3.709111, -2.806604)
C (-3.207948, -4.697633, -2.713686)
C (-4.164975, -4.639673, -1.708897)
C (-4.154795, -3.592721, -0.791420)
C (-3.195877, -2.595923, -0.890414)
H (-3.339393, -0.508319, -0.333182)
H (-3.500186, -1.629403, 1.047850)
H (-0.284195, -1.748133, -2.400844)
H (-1.657875, -0.625184, -2.171772)
H (-1.455979, -3.772718, -3.558172)
H (-3.202880, -5.524709, -3.412770)
H (-4.914423, -5.417693, -1.624917)
H (-4.880290, -3.556482, 0.011900)

Forces on atoms 1 to 6 (eV/Å):
-0.01 -1.37 0.15
-0.06 -0.04 0.19
0.00 0.01 -0.16
-0.03 -0.05 0.08
0.06 0.08 -0.01
-0.08 -0.11 -0.02

Calculated values
Energy relative to the best compared isomer or geometry (same formula, charge and spin) (kJ/mol): 291.2
HOMO-LUMO gap (eV): 5.3
Charge: -2
Calculated total energy (a.u.): -2342.4957
E_HOMO (eV): -1.38
Lowest unoccupied orbital energy (eV): 3.933

Formally, the Mulliken partial charges of the atoms, in units of the elementary charge, are as follows:
1 Rb 1.22
2 O -0.78
3 C 0.55
4 C -0.87
5 C -0.18
6 C -0.89
7 C -0.26
8 C -0.09
9 C 0.86
10 O -0.59
11 N -0.09
12 N -0.65
13 C -1.13
14 C 0.97
15 C -0.28
16 C -0.67
17 C -0.28
18 C -0.67
19 C 0.28
20 O -1.07
21 H 0.39
22 H 0.39
23 H 0.35
24 H 0.41
25 H 0.29
26 H 0.58
27 H 0.52
28 H 0.36
29 H 0.33
30 H 0.38
31 O -0.52
32 C 0.02
33 O -0.34
34 C 0.43
35 C -0.54
36 C -0.32
37 C -1.29
38 C 0.34
39 N -0.33
40 C 0.63
41 O -0.61
42 O -0.79
43 H 0.39
44 H 0.53
45 H 0.39
46 H 0.43
47 H 0.34
48 N -0.65
49 C 0.53
50 N -0.71
51 C 0.33
52 N -0.59
53 C -1.66
54 Te 1.22
55 C -1.51
56 C 0.85
57 C -0.65
58 C -0.64
59 C -0.55
60 C -0.82
61 C 1.17
62 H 0.37
63 H 0.48
64 H 0.61
65 H 0.59
66 H 0.38
67 H 0.35
68 H 0.36
69 H 0.43

Computed, not measured: a structure of composition C31H24AlBrF6IN2O4PS2Se at a distorted geometry, with ωB97M-V with the def2-TZVPD basis set.

CARTESIAN COORDINATES (ANGSTROEM)
Al (0.906965, 1.194626, -0.070445)
F (5.155465, 0.582826, 2.101055)
C (4.500365, 1.730026, 2.443555)
F (3.948465, 1.511826, 3.670455)
F (5.475165, 2.671426, 2.621555)
S (3.280865, 2.235826, 1.180755)
O (2.253265, 1.194626, 1.174255)
O (2.808165, 3.555326, 1.612255)
N (4.259965, 2.264426, -0.068645)
S (3.690065, 1.392126, -1.268545)
O (2.240965, 1.194626, -1.304445)
O (4.273465, 1.750826, -2.567545)
C (4.418365, -0.234874, -0.848445)
F (5.771165, -0.137074, -0.661545)
F (4.243665, -1.161874, -1.835245)
F (3.926665, -0.788774, 0.292955)
Br (-0.102635, 5.726826, 3.828655)
C (-1.641735, 4.637026, 3.592655)
C (-2.782735, 4.998026, 4.320755)
C (-3.958135, 4.254126, 4.208855)
C (-4.000535, 3.145026, 3.368655)
C (-2.868035, 2.778426, 2.639455)
C (-1.684035, 3.521226, 2.747255)
I (-0.056535, 2.862826, 1.597755)
H (-2.766235, 5.861826, 4.981755)
H (-4.839435, 4.541226, 4.777555)
H (-4.915435, 2.563926, 3.279855)
H (-2.924435, 1.908126, 1.989255)
Se (0.000865, -0.374174, 1.498355)
C (-0.700535, -1.647474, 2.751255)
C (-0.419235, -1.519074, 4.114455)
C (-0.939335, -2.456574, 5.010655)
N (-1.710235, -3.480474, 4.554955)
C (-1.996135, -3.623874, 3.232755)
C (-1.494935, -2.707274, 2.304655)
H (0.194365, -0.703874, 4.475955)
H (-0.730135, -2.370074, 6.068555)
H (-2.612335, -4.449174, 2.901955)
H (-1.721735, -2.820374, 1.252355)
C (1.208765, 0.329726, -6.053545)
C (2.067965, 0.669826, -5.013045)
C (1.679765, 0.457426, -3.687045)
C (0.425965, -0.097374, -3.377145)
C (-0.422935, -0.436774, -4.441545)
C (-0.036035, -0.223874, -5.768345)
P (0.017265, -0.345774, -1.610845)
C (-1.804535, -0.359274, -1.555245)
C (-2.538235, -1.360274, -0.900345)
C (-3.935635, -1.317074, -0.849645)
C (-4.625335, -0.258574, -1.433145)
C (-3.918235, 0.763926, -2.056945)
C (-2.521935, 0.718126, -2.107145)
C (0.521965, -2.085374, -1.398045)
C (1.440965, -2.388674, -0.379845)
C (1.881865, -3.699074, -0.174645)
C (1.409965, -4.728074, -0.984645)
C (0.498465, -4.447274, -1.998645)
C (0.059665, -3.136074, -2.204645)
H (1.510165, 0.492126, -7.084845)
H (3.043265, 1.097726, -5.229745)
H (2.374065, 0.727726, -2.893545)
H (-1.398135, -0.881374, -4.258345)
H (-0.708735, -0.495474, -6.577745)
H (-2.036435, -2.190174, -0.408045)
H (-4.482035, -2.109274, -0.343945)
H (-5.710535, -0.223974, -1.389645)
H (-4.448535, 1.602826, -2.499645)
H (-1.995735, 1.541426, -2.588345)
H (1.829165, -1.602474, 0.264955)
H (2.596565, -3.912674, 0.615755)
H (1.754265, -5.746774, -0.827945)
H (0.128865, -5.247174, -2.635045)
H (-0.652835, -2.950174, -3.003845)
H (0.303165, 2.240126, -1.115945)

Forces on atoms 1 to 6 (eV/Å):
-2.00 -1.18 -1.69
-1.03 1.22 0.04
2.49 -1.22 2.71
-0.01 0.41 -1.71
-1.64 -0.71 -0.75
1.25 4.91 2.07

Calculated values
HOMO-LUMO gap (eV): 6.8
Calculated total energy (a.u.): -8858.5292
E_HOMO (eV): -7.26
Lowest unoccupied orbital energy (eV): -0.491

Formally, the Mulliken partial charges of the atoms, in units of the elementary charge, are as follows:
1 Al 1.55
2 F -0.20
3 C 0.62
4 F -0.19
5 F -0.20
6 S 0.97
7 O -0.19
8 O -0.66
9 N -0.58
10 S 1.20
11 O -0.72
12 O -0.62
13 C 0.87
14 F -0.25
15 F -0.23
16 F -0.16
17 Br -0.18
18 C -0.06
19 C -0.45
20 C -0.52
21 C -0.73
22 C -0.28
23 C 0.47
24 I 0.37
25 H 0.38
26 H 0.36
27 H 0.38
28 H 0.37
29 Se -0.07
30 C 0.35
31 C -0.40
32 C -0.48
33 N -0.65
34 C -0.57
35 C -0.16
36 H 0.43
37 H 0.37
38 H 0.38
39 H 0.34
40 C -0.48
41 C -0.95
42 C 0.28
43 C 0.32
44 C -0.49
45 C -0.73
46 P 1.42
47 C 0.10
48 C 0.02
49 C -0.59
50 C -0.52
51 C -0.79
52 C -0.41
53 C 0.53
54 C 0.17
55 C -1.22
56 C -0.69
57 C -0.78
58 C -0.21
59 H 0.39
60 H 0.50
61 H -0.26
62 H 0.39
63 H 0.41
64 H 0.06
65 H 0.44
66 H 0.41
67 H 0.42
68 H 0.50
69 H -0.02
70 H 0.48
71 H 0.40
72 H 0.43
73 H 0.33
74 H -0.70

- Among the records above, which one has the lowest HOMO-LUMO gap?
  C31H23N6O7RbTe

- What is the lowest unoccupied orbital energy in the second record?
  -0.491 eV

- Which formula does entry 2 have?
  C31H24AlBrF6IN2O4PS2Se

- What is the formula in the second record?
  C31H24AlBrF6IN2O4PS2Se